[1]
Formula: C5H2Br2N3P
Source: the Open Molecules 2025 dataset
Level of theory: ωB97M-V/def2-TZVPD

XYZ file:
```
13
Properties=species:S:1:pos:R:3:forces:R:3
C 1.150065 0.342583 0.713021 0.587 0.033 5.125
Br 0.643889 -1.799496 -1.945294 -0.127 0.481 -0.006
N -1.899772 -2.733757 0.622216 -0.063 -0.204 0.058
H 1.539309 -0.655823 1.182879 -0.678 1.559 -1.562
P -0.316784 0.189063 -1.689212 0.177 -0.088 -0.768
H 1.149540 1.013002 1.735188 -0.152 -1.377 -2.526
N 2.707651 1.308102 -1.049638 2.123 1.413 -2.406
C 2.021135 0.967911 -0.229739 -0.806 -1.497 1.793
Br -2.432813 -0.156318 -2.132784 0.164 -0.035 0.330
C -0.223213 0.293518 0.148424 -2.597 -2.914 0.104
N -1.892898 1.892043 1.313482 0.745 -0.973 -0.686
C -1.246957 -1.786528 0.547381 1.284 2.662 -0.060
C -1.199150 1.125700 0.784076 -0.659 0.940 0.603
```
Positions in Å, forces in eV/Å.

Computed properties:
* ΔE to the lowest compared entry with this formula, charge and spin: 146.8 kJ/mol
* frontier orbital gap: 7.23 eV
* LUMO energy: -3.19 eV
* multiplicity: 1
* HOMO level: -10.417 eV
* maximum force: 5.16 eV Å⁻¹

Löwdin atomic charge list, values in e, 6 entries:
1 C -0.237
2 Br 0.345
3 N 0.011
4 H 0.174
5 P 0.201
6 H 0.191



[2]
Formula: C7H14N2S
Source: the Open Molecules 2025 dataset
Level of theory: ωB97M-V/def2-TZVPD

XYZ file:
```
24
Properties=species:S:1:pos:R:3:forces:R:3
H -3.315833 -0.861262 -2.600864 0.252 0.390 -0.499
H -2.643630 -1.341632 1.106525 0.122 0.189 0.121
S 3.732979 1.153447 0.918008 0.259 0.217 -0.626
C -0.231288 -1.522356 -1.853570 0.097 0.422 -0.117
H 1.667355 2.015843 0.564486 0.031 0.689 0.028
H 4.428606 0.689126 1.970307 -0.529 0.243 0.351
N -0.771630 -1.490673 -0.659997 0.881 1.423 0.011
H 0.295396 0.804109 1.806595 -0.167 0.170 0.385
C -2.699764 0.797107 0.853867 -1.459 0.646 1.213
H 0.824508 -1.575019 -2.065394 -0.012 -0.578 -0.004
C 1.287034 0.802683 2.265341 -0.369 0.295 -0.469
H 1.213032 1.012624 3.329621 -0.016 -0.129 0.040
C 2.141007 1.854967 1.527692 0.617 -1.848 0.302
H 2.327459 2.740351 2.119121 -0.187 0.288 -0.205
C -2.332541 -0.926564 -2.169110 0.666 0.768 1.116
N -1.119689 -1.126641 -2.806993 -1.811 -0.685 -0.647
C -2.898678 -0.615134 0.329729 0.224 -1.091 -0.026
H -3.631211 1.244311 1.233922 -0.337 -0.390 -0.385
H -2.388129 1.546676 0.133122 0.689 -0.247 -0.056
H -3.932914 -0.883773 0.108043 -0.119 0.494 -0.276
H -1.180128 -1.301497 -3.796765 0.974 -0.068 -0.026
H 1.622927 -0.215730 2.088870 0.349 0.041 0.163
H -2.177089 0.792397 1.811887 0.923 0.132 -0.530
C -2.020666 -0.954240 -0.836960 -1.075 -1.374 0.136
```
Positions in Å, forces in eV/Å.

Computed properties:
* ΔE to the lowest compared entry with this formula, charge and spin: 134.1 kJ/mol
* frontier orbital gap: 9.46 eV
* LUMO energy: 0.87 eV
* multiplicity: 1
* HOMO level: -8.594 eV
* maximum force: 2.04 eV Å⁻¹
* structure (SMILES): CCc1c[nH]cn1.CCS

Löwdin atomic charge list, values in e, 6 entries:
1 H 0.114
2 H 0.107
3 S 0.639
4 C -0.199
5 H 0.046
6 H -0.167



[3]
Formula: C2H3HgO
Source: the Open Molecules 2025 dataset
Level of theory: ωB97M-V/def2-TZVPD

XYZ file:
```
7
Properties=species:S:1:pos:R:3:forces:R:3
H -1.353138 0.312506 -0.826059 2.268 -2.605 -0.778
O 0.761904 -0.879987 -0.322310 0.298 -1.390 -0.553
Hg 2.276449 0.732984 -0.280554 0.857 0.650 0.048
C -0.453178 -0.290990 -0.215169 -4.963 4.195 0.949
H 0.715328 -1.840111 -0.258878 0.149 -0.399 -0.208
C -0.869774 0.487823 0.753179 2.003 0.355 0.229
H -1.077594 1.477777 1.149792 -0.612 -0.805 0.313
```
Positions in Å, forces in eV/Å.

Computed properties:
* charge: +1
* frontier orbital gap (spin up / spin down): 8.27 / 6.61 eV
* LUMO energy (spin up / spin down): -4.11 / -8.43 eV
* multiplicity: 3
* HOMO level (spin up / spin down): -12.386 / -15.044 eV
* maximum force: 6.57 eV Å⁻¹

Löwdin atomic charge list, values in e, 6 entries:
1 H 0.201
2 O -0.226
3 Hg 1.072
4 C -0.390
5 H 0.138
6 C 0.129



[4]
Formula: C3H5N2
Source: the Open Molecules 2025 dataset
Level of theory: ωB97M-V/def2-TZVPD

XYZ file:
```
10
Properties=species:S:1:pos:R:3:forces:R:3
C -1.228409 -0.151897 0.000075 3.138 1.721 -0.251
H 1.836362 0.466077 -0.035962 1.077 -0.546 0.587
C -0.693654 -1.505411 -0.230762 -0.889 2.267 -1.121
H -0.229372 1.989302 1.417211 -0.067 2.272 -0.301
H -0.270135 -1.935599 0.553198 1.694 -2.571 3.308
H 0.860146 1.587842 -0.997823 -0.121 -2.142 1.787
H -1.190297 -2.056579 -0.975015 -0.208 -0.604 -1.128
C 0.806210 0.691978 -0.142783 0.958 6.254 -1.415
N -0.028273 -0.240475 -0.642609 -4.546 -1.540 -0.895
N 0.137423 1.154763 1.054469 -1.037 -5.111 -0.573
```
Positions in Å, forces in eV/Å.

Computed properties:
* ΔE to the lowest compared entry with this formula, charge and spin: 922.3 kJ/mol
* charge: +1
* frontier orbital gap (spin up / spin down): 8.63 / 8.08 eV
* LUMO energy (spin up / spin down): -7.34 / -8.18 eV
* multiplicity: 1
* HOMO level (spin up / spin down): -15.970 / -16.266 eV
* maximum force: 6.48 eV Å⁻¹

Löwdin atomic charge list, values in e, 6 entries:
1 C 0.266
2 H 0.145
3 C 0.079
4 H 0.084
5 H 0.084
6 H 0.227



[5]
Formula: C19H23BCoF3N8O2S
Source: the Open Molecules 2025 dataset
Level of theory: ωB97M-V/def2-TZVPD

XYZ file:
```
58
Properties=species:S:1:pos:R:3:forces:R:3
H -2.130354 -4.665660 1.906885 -0.005 -0.048 -0.004
H 0.626551 1.488825 -5.070460 0.022 0.001 0.002
C 0.402800 1.194785 -2.568980 -0.102 -0.084 -0.108
Co -0.545821 -0.176619 0.146758 0.471 -0.830 -0.411
C -1.969403 -3.609701 2.039462 -0.008 -0.024 0.053
H -3.224280 1.278238 -1.331172 -0.010 0.012 -0.008
H -1.981704 -0.525007 3.087797 -0.024 0.048 -0.024
H -1.834001 2.261797 -0.803834 -0.026 0.015 0.008
H 2.071460 2.488142 -4.811724 -0.025 0.014 0.003
C 1.541709 3.952374 3.714386 -0.057 0.083 0.032
H -0.539554 -4.552926 -0.243653 0.000 -0.039 0.006
N -1.403258 -1.444096 -1.538180 -0.120 0.144 0.146
H 0.489086 3.253691 -5.035353 -0.012 -0.007 -0.010
N -1.152189 -1.629737 1.540052 -0.239 0.220 -0.271
C 2.061603 1.572238 4.058597 0.090 -0.058 0.026
H 0.396892 4.348089 -2.705947 -0.004 0.026 -0.017
C 2.345069 -1.237551 -0.452453 0.045 0.097 0.018
H 2.735532 -0.233771 -0.440493 -0.002 0.050 0.004
H 2.082719 3.822652 -2.514598 0.033 0.009 0.006
C -2.238905 -1.213156 -2.538844 0.042 -0.050 -0.013
N -1.211204 -2.920582 1.170971 0.120 -0.001 0.078
H 4.044241 -2.627880 -0.846581 0.025 -0.006 -0.002
C 1.448810 2.518362 3.274947 -0.036 0.057 -0.026
C -2.243861 -3.377614 -2.185725 -0.035 -0.039 -0.031
F 0.349750 4.504925 4.021440 0.238 -0.039 -0.070
C 1.039092 3.525473 -2.385777 -0.005 0.017 0.024
H 2.475258 -0.543851 4.272524 0.015 -0.034 0.014
N 1.057248 -1.437449 -0.227343 -0.180 0.423 0.242
H -3.045331 -2.956208 3.853837 -0.021 -0.015 0.033
H 0.211233 0.358766 -3.261888 -0.001 0.012 0.004
H -2.380978 -4.444809 -2.152750 0.002 -0.042 -0.011
O -2.225830 0.573241 0.343235 0.064 0.190 0.321
C -2.801087 -2.412315 -2.999649 -0.021 -0.029 0.011
F 2.154794 4.764646 2.830207 -0.114 -0.094 0.119
C -2.419256 -2.734564 3.008553 0.016 -0.050 -0.035
H 1.226738 -1.096676 2.217993 0.008 -0.082 -0.032
C 2.009302 0.234103 3.686917 -0.032 0.017 -0.050
C -1.879103 -1.496696 2.635233 0.067 -0.036 0.021
O 0.289109 1.079469 -1.366241 0.011 0.128 0.159
H -3.513780 -2.550101 -3.793392 -0.013 -0.016 -0.023
C 3.001074 -2.458246 -0.649074 -0.030 -0.028 -0.008
H 2.021159 -4.471780 -0.599417 -0.003 -0.049 -0.005
N 0.846079 -2.762139 -0.264917 -0.010 -0.108 -0.063
F 2.287630 4.058300 4.858592 -0.079 0.065 -0.057
N -1.412918 -2.768971 -1.324052 0.120 0.005 -0.085
C 1.315830 -0.066422 2.532741 -0.020 -0.027 0.095
C 1.001632 2.395379 -4.595883 -0.028 -0.008 -0.019
C 0.735154 2.148455 2.082199 0.104 0.072 -0.024
B -0.578422 -3.353151 -0.163121 -0.089 0.028 0.019
C 1.999386 -3.398950 -0.523004 0.040 -0.077 -0.006
H 0.843144 3.309953 -1.333797 0.007 0.017 -0.018
C -2.651349 1.622500 -0.443067 -0.031 0.048 -0.068
H -2.412852 -0.203801 -2.872492 -0.018 0.041 0.019
H -3.325609 2.285817 0.123327 0.009 -0.012 -0.027
H 2.587337 1.872689 4.955925 -0.027 -0.025 -0.040
N 0.754441 2.342929 -3.177277 0.070 -0.085 -0.007
S -0.030282 3.295672 1.105466 -0.016 0.136 0.038
N 0.699468 0.818918 1.753099 -0.176 0.068 0.074
```
Positions in Å, forces in eV/Å.

Computed properties:
* ΔE to the lowest compared entry with this formula, charge and spin: 44.2 kJ/mol
* charge: -1
* frontier orbital gap (spin up / spin down): 6.34 / 6.33 eV
* LUMO energy (spin up / spin down): 2.59 / 2.59 eV
* multiplicity: 2
* HOMO level (spin up / spin down): -3.748 / -3.735 eV
* maximum force: 1.04 eV Å⁻¹

Löwdin atomic charge list, values in e, 6 entries:
1 H 0.109
2 H 0.082
3 C -0.285
4 Co 0.489
5 C -0.092
6 H 0.046



Look up the maximum force of the second one.
2.04 eV Å⁻¹



What is the multiplicity in the third record?
3



Which value of multiplicity does entry 4 give?
1



What is the formula in the third record?
C2H3HgO